The following is a DFT calculation (ωB97M-V with the def2-TZVPD basis set) of a cluster of 2 separate species, CH3NO5P in total at a distorted geometry.

Frontier orbital gap   0.3617 Ha
Energy   -22103.883 eV
LUMO level   3.9 eV

Structure (ORCA input):
```
! RIJCOSX wB97M-V def2-TZVPD def2/J DEFGRID3
* xyz -1 1
C 0.43849 -1.93576 -0.90892
N -0.23947 -1.68150 0.24624
O -0.49863 0.98986 1.58613
O 0.80187 -3.02361 -1.24719
O 0.07797 1.21719 -0.93776
O -0.53780 3.41569 0.53347
O 0.86501 3.15199 0.65153
P -0.13281 1.87618 0.42163
H 0.70360 -1.08164 -1.56978
H -0.97020 -2.23392 0.71428
H -0.50802 -0.69448 0.51038
*
```

Löwdin population analysis, charges in e, atoms 1 to 8: atom 1 (C): -0.46, atom 2 (N): 0.10, atom 3 (O): -0.36, atom 4 (O): -0.03, atom 5 (O): -0.36, atom 6 (O): -0.22, atom 7 (O): -0.21, atom 8 (P): 0.28